DFT (ωB97M-V/def2-TZVPD) results for a structure of composition C53H71AsNO5P2RbSSi3.

ORCA input file:
```
! wB97M-V def2-TZVPD RIJCOSX def2/J DEFGRID3
* xyz -2 1
Rb 0.49425 -0.54582 0.30877
C -2.05278 1.21873 2.80578
O -0.66157 1.24270 2.57316
Si 0.41258 1.66243 3.84503
C -0.49195 3.04577 4.78885
C 0.28931 0.19327 5.03429
C 2.02163 2.04034 3.22136
Si 2.22261 3.37805 2.02054
C 0.63305 4.36492 1.67889
C 2.86174 2.80173 0.33387
C 3.44388 4.74055 2.55083
Si 3.52856 1.29258 3.86061
C 3.40016 -0.48272 4.51452
C 4.28287 2.25412 5.32572
C 4.91643 1.21474 2.57541
H -2.45886 2.23219 2.92796
H -2.31357 0.65154 3.70820
H -2.55547 0.73957 1.96417
H -1.48369 2.75293 5.15026
H -0.60407 3.93599 4.16844
H 0.11376 3.32493 5.65631
H -0.74619 0.05062 5.35520
H 0.88979 0.35775 5.93312
H 0.63726 -0.72879 4.56294
H -0.25224 3.74376 1.77338
H 0.63604 4.78798 0.66907
H 0.53512 5.19551 2.38479
H 2.59862 1.75606 0.17978
H 3.95414 2.85467 0.28243
H 2.46119 3.39845 -0.49075
H 3.09505 5.22545 3.46766
H 3.54270 5.50508 1.77142
H 4.44023 4.33410 2.74843
H 2.88960 -0.53412 5.47933
H 4.40764 -0.88943 4.64853
H 2.85919 -1.12443 3.80610
H 3.55414 2.32276 6.14017
H 4.52432 3.27662 5.01944
H 5.19377 1.78655 5.71749
H 4.61543 0.61401 1.71055
H 5.81128 0.75543 3.00902
H 5.19538 2.20627 2.20776
C 3.73976 -3.59595 2.20325
C 3.37198 -2.40863 1.32148
O 2.30166 -1.85467 1.54412
C 4.30271 -1.99732 0.27234
C 5.63769 -2.43767 0.33682
C 6.59075 -2.07621 -0.58454
C 6.19885 -1.24181 -1.65035
C 4.91074 -0.80717 -1.77243
C 3.87581 -1.15343 -0.82672
O 2.69516 -0.75395 -1.00289
H 2.85704 -3.86683 2.77829
H 4.53758 -3.32295 2.89845
H 4.07754 -4.44626 1.61044
H 5.93547 -3.07289 1.16293
H 7.61448 -2.41523 -0.48922
H 6.93516 -0.94011 -2.38985
H 4.60857 -0.16555 -2.59236
C -0.08065 -0.32069 -3.27732
N -1.13486 0.63995 -2.84696
P -2.33440 -0.08839 -1.77964
C -2.78305 -1.61296 -2.70136
C -2.84246 -1.68196 -4.09182
C -3.23910 -2.85234 -4.72007
C -3.59914 -3.95954 -3.95926
C -3.56854 -3.88788 -2.57512
C -3.15772 -2.71905 -1.94589
C -3.86700 0.81511 -2.27473
C -4.03853 1.45621 -3.49713
C -5.26375 2.01140 -3.83481
C -6.33274 1.93504 -2.95116
C -6.16637 1.30512 -1.72580
C -4.93873 0.75118 -1.38818
P -0.31104 1.98458 -2.05016
C -1.70737 3.05971 -1.54202
C -2.15312 2.90621 -0.23374
C -3.24009 3.63002 0.23346
C -3.87139 4.54042 -0.59856
C -3.41188 4.72870 -1.89650
C -2.33895 3.98935 -2.36631
C 0.25397 2.91194 -3.53158
C -0.09549 2.58007 -4.83614
C 0.36068 3.34426 -5.90370
C 1.16784 4.44925 -5.67691
C 1.52651 4.78369 -4.37672
C 1.08041 4.01403 -3.31420
H -0.40284 -0.83193 -4.18399
H 0.17000 -1.08196 -2.53369
H 0.84092 0.21985 -3.49727
H -2.58588 -0.81037 -4.68409
H -3.26845 -2.90150 -5.80250
H -3.89322 -4.88043 -4.44899
H -3.82777 -4.74928 -1.97242
H -3.10489 -2.67652 -0.86545
H -3.19813 1.52662 -4.17813
H -5.38231 2.51376 -4.78850
H -7.28888 2.37266 -3.21408
H -6.99077 1.24750 -1.02497
H -4.80693 0.26185 -0.42796
H -1.64842 2.21076 0.42372
H -3.58671 3.48370 1.24905
H -4.72051 5.10751 -0.23586
H -3.90201 5.44115 -2.54947
H -2.00389 4.12573 -3.38771
H -0.73639 1.72358 -5.00809
H 0.08282 3.07346 -6.91557
H 1.52452 5.04343 -6.50965
H 2.16476 5.63873 -4.19053
H 1.37440 4.26954 -2.30175
O -1.43519 -4.85917 0.24773
C -0.79494 -4.20637 -0.60753
O -0.64351 -2.96418 -0.66387
C -0.16495 -4.99818 -1.74403
C 0.34974 -6.27099 -1.53126
C 0.92689 -6.98110 -2.57560
C 0.96504 -6.43386 -3.85188
C 0.43440 -5.16890 -4.07358
C -0.11420 -4.45022 -3.02110
H 0.28345 -6.69579 -0.53718
H 1.34678 -7.96450 -2.39565
H 1.41280 -6.98795 -4.66891
H 0.46060 -4.73622 -5.06727
H -0.50927 -3.45228 -3.17246
C -1.18734 -2.51066 2.65692
As -3.08009 -2.74331 2.90506
C -3.33375 -2.40026 4.79702
C -3.36801 -4.63660 2.71889
S -4.41536 -1.62532 1.75062
H -0.68979 -3.00705 3.49157
H -0.91227 -1.45563 2.66043
H -0.90974 -2.98708 1.71630
H -2.90787 -3.21674 5.38118
H -4.39834 -2.30237 4.99658
H -2.82741 -1.47019 5.05299
H -2.86883 -5.16640 3.53137
H -2.93274 -4.92940 1.76226
H -4.44081 -4.81682 2.74307
*
```

Calculated values
- ΔE to the lowest compared entry with this formula, charge and spin: 12.8 kcal/mol
- E_HOMO: -0.0712 Ha
- LUMO level: 3.6 eV
- DFT total energy: -182389.0815 eV

DFT (ωB97M-V/def2-TZVPD) results for a structure of composition C53H72AsN2O6PtS in a non-equilibrium geometry.

ORCA input file:
```
! wB97M-V def2-TZVPD RIJCOSX def2/J DEFGRID3
* xyz 1 1
Pt -0.89785 0.69325 1.87773
C 0.31528 2.61891 4.00152
N -0.66196 2.65137 2.91173
C -1.98320 3.06070 3.41532
C -0.27189 3.51608 1.79561
C 0.93153 3.02990 1.02038
N 0.92717 1.58163 0.70484
C 0.60051 1.34041 -0.71036
C 0.68318 -0.07775 -1.17355
C 1.28069 -0.32435 -2.39392
C 1.28715 -1.58649 -2.97916
C 0.75662 -2.63017 -2.22282
C 0.15359 -2.46202 -0.98768
C -0.00778 -1.12518 -0.48975
O -0.80370 -0.91354 0.50759
C -0.37199 -3.71060 -0.26285
C -0.86665 -3.49070 1.17170
C 0.75286 -4.75485 -0.17174
C -1.53708 -4.28127 -1.09109
C 1.83270 -1.77952 -4.38828
C 3.26745 -1.23591 -4.47615
C 0.93510 -0.99948 -5.36511
C 1.84167 -3.24591 -4.82506
C 2.25061 0.99027 1.00598
C 2.31125 -0.46858 1.31077
C 3.17974 -1.28609 0.63899
C 3.50710 -2.55369 1.12873
C 2.95691 -2.93560 2.36129
C 2.08293 -2.15657 3.09095
C 1.66282 -0.89646 2.51494
O 0.80502 -0.12615 3.07047
C 1.64312 -2.54028 4.49685
C 2.01699 -1.39471 5.46103
C 2.33989 -3.80835 4.99689
C 0.12139 -2.76876 4.53983
C 4.57038 -3.36829 0.41554
C 5.88846 -2.57293 0.49935
C 4.19741 -3.56521 -1.06390
C 4.79210 -4.74287 1.04920
H 0.45215 3.61922 4.42418
H 1.27180 2.24431 3.64507
H -0.03783 1.94619 4.78015
H -1.93983 4.07095 3.83719
H -2.31928 2.36539 4.18301
H -2.70483 3.03705 2.60210
H -0.04787 4.53153 2.14860
H -1.12562 3.56421 1.12498
H 1.83423 3.25791 1.58646
H 0.97264 3.62085 0.10169
H 1.26722 1.94552 -1.33828
H -0.42439 1.69604 -0.85635
H 1.73498 0.50913 -2.91914
H 0.80200 -3.62983 -2.63044
H -0.11402 -2.98622 1.77859
H -1.07294 -4.46469 1.62172
H -1.77756 -2.90245 1.20809
H 1.56103 -4.37110 0.45417
H 1.15870 -5.01874 -1.14779
H 0.36774 -5.66750 0.28508
H -2.33022 -3.53970 -1.20064
H -1.95263 -5.15734 -0.58920
H -1.20782 -4.58179 -2.08615
H 3.29926 -0.15860 -4.31371
H 3.68308 -1.43613 -5.46476
H 3.90496 -1.72058 -3.73465
H 0.86338 0.05433 -5.09452
H -0.07204 -1.41883 -5.37140
H 1.34077 -1.06918 -6.37635
H 2.47521 -3.85253 -4.17556
H 2.23794 -3.31905 -5.83812
H 0.83438 -3.66417 -4.83682
H 2.64925 1.48490 1.89441
H 2.92850 1.20276 0.17165
H 3.65647 -0.90682 -0.25656
H 3.26422 -3.88150 2.77929
H 3.08738 -1.18302 5.41222
H 1.77143 -1.68374 6.48298
H 1.46560 -0.49011 5.21899
H 3.42518 -3.69125 5.00279
H 2.07616 -4.67845 4.39417
H 2.02091 -4.00610 6.01976
H -0.42329 -1.92450 4.12800
H -0.19177 -2.90792 5.57545
H -0.14219 -3.66536 3.97694
H 5.82397 -1.63613 -0.05400
H 6.70196 -3.16342 0.07671
H 6.13414 -2.34148 1.53685
H 3.91989 -2.62612 -1.54278
H 3.35775 -4.25313 -1.15760
H 5.04820 -3.98680 -1.60062
H 5.19642 -4.65824 2.05879
H 5.51226 -5.30193 0.45223
H 3.86641 -5.32000 1.08167
C -4.24151 -1.47141 1.88200
S -3.45835 -0.14765 2.79303
O -3.18410 0.91396 1.79308
O -4.34306 0.27426 3.84044
O -2.13424 -0.63725 3.26420
H -5.30047 -1.23949 1.81838
H -4.07855 -2.40373 2.41488
H -3.78405 -1.48779 0.89618
O -2.10766 2.28684 -0.27648
As -2.84935 3.27442 -1.35803
C -2.72916 2.41174 -3.08343
C -2.71528 3.10923 -4.28536
C -2.49339 2.41972 -5.46788
C -2.30343 1.04432 -5.44936
C -2.33523 0.34941 -4.24830
C -2.53833 1.03474 -3.06194
C -1.75106 4.87848 -1.44836
C -0.55366 4.82057 -2.15592
C 0.37788 5.83979 -2.02623
C 0.12507 6.90556 -1.17181
C -1.06900 6.96533 -0.46698
C -2.00822 5.95315 -0.60508
C -4.62094 3.78238 -0.80498
C -5.17742 3.10865 0.27417
C -6.41788 3.50494 0.75359
C -7.08006 4.57191 0.16331
C -6.52081 5.23445 -0.92192
C -5.29048 4.83589 -1.41818
H -2.86372 4.18307 -4.29641
H -2.46028 2.95770 -6.40578
H -2.12285 0.51554 -6.37591
H -2.19192 -0.72291 -4.23372
H -2.53711 0.52267 -2.10513
H -0.36193 3.97603 -2.81024
H 1.30556 5.80233 -2.58261
H 0.86236 7.68857 -1.05397
H -1.26365 7.79681 0.19750
H -2.94501 5.99456 -0.05942
H -4.62730 2.29897 0.73689
H -6.85714 2.98608 1.59530
H -8.03662 4.89430 0.55207
H -7.04187 6.06650 -1.37589
H -4.84873 5.34130 -2.27002
*
```

Calculated values
- E_HOMO (spin up / spin down): -0.3658 / -0.3441 Ha
- LUMO level (spin up / spin down): -5.0 / -5.7 eV
- DFT total energy: -146307.4439 eV